one | Molecular formula: C26H37Cl3N4O5S5Ti
Method: DFT, ωB97M-V/def2-TZVPD

```
81
C26H37Cl3N4O5S5Ti, DFT ωB97M-V/def2-TZVPD
Ti -0.12 -0.28 -0.13
C -0.74 3.19 0.69
C -0.34 3.55 -0.73
S -0.37 2.13 -1.88
C 1.24 2.30 -2.72
C 2.42 2.17 -1.78
S 2.28 0.62 -0.80
C 2.72 1.22 0.86
C 1.76 2.22 1.49
S 0.01 1.69 1.45
H -0.52 4.03 1.34
H -1.81 2.99 0.75
H -1.04 4.29 -1.13
H 0.65 3.97 -0.77
H 1.24 1.50 -3.46
H 1.24 3.26 -3.24
H 3.34 2.10 -2.36
H 2.51 3.01 -1.10
H 2.72 0.31 1.45
H 3.73 1.62 0.82
H 2.02 2.31 2.55
H 1.81 3.20 1.03
O 0.89 -0.39 2.77
S 0.52 -1.51 1.93
O 0.58 -2.81 2.49
O -0.88 -1.20 1.34
O 1.30 -1.39 0.63
C -5.04 -0.76 -0.96
C -4.28 0.24 -1.83
C -4.65 0.07 -3.30
C -4.58 1.68 -1.38
N -2.83 -0.07 -1.76
N -2.25 0.12 -0.47
H -6.11 -0.64 -1.10
H -4.83 -0.62 0.10
H -4.77 -1.78 -1.25
H -5.72 0.17 -3.44
H -4.34 -0.91 -3.65
H -4.16 0.83 -3.91
H -5.59 1.96 -1.69
H -3.88 2.38 -1.85
H -4.54 1.79 -0.29
H -2.35 0.54 -2.40
H -2.58 -0.63 0.12
H -2.60 0.99 -0.05
Cl -7.19 -5.15 -3.73
C -5.58 -5.28 -3.12
C -4.75 -4.17 -3.14
C -3.47 -4.27 -2.61
C -2.99 -5.47 -2.09
C -1.59 -5.58 -1.50
C -0.48 -5.00 -2.39
N -0.37 -3.54 -2.43
C -0.48 -2.74 -3.53
C -0.35 -1.46 -3.10
N -0.16 -1.47 -1.74
C -0.16 -2.75 -1.37
O -1.39 -5.07 -0.18
C -2.38 -4.31 0.52
C -3.57 -5.06 1.04
C -3.50 -6.22 1.77
Cl -2.09 -7.05 2.24
S -5.06 -6.79 2.24
C -5.82 -5.46 1.47
C -4.92 -4.63 0.88
C -3.84 -6.58 -2.13
Cl -3.32 -8.14 -1.60
C -5.13 -6.48 -2.63
H -5.10 -3.24 -3.56
H -2.86 -3.38 -2.61
H -1.36 -6.65 -1.45
H -0.62 -5.36 -3.41
H 0.47 -5.39 -2.02
H -0.62 -3.13 -4.53
H -0.39 -0.55 -3.67
H 0.00 -3.11 -0.37
H -2.73 -3.47 -0.10
H -1.82 -3.89 1.36
H -6.89 -5.36 1.49
H -5.20 -3.73 0.35
H -5.77 -7.35 -2.63
```

- Total charge: +1
- Expectation value of S²: 0.753
- 2S+1: 2
- HOMO level (alpha / beta): -10.49 / -10.49 eV
- Kohn-Sham gap (alpha / beta): 8.13 / 8.28 eV

=====

two | Molecular formula: C26H37Cl3N4O5S5Ti
Method: DFT, ωB97M-V/def2-TZVPD

```
81
C26H37Cl3N4O5S5Ti, DFT ωB97M-V/def2-TZVPD
Ti 0.12 -1.82 -0.10
C 3.19 0.08 -0.90
C 3.36 0.25 0.61
S 1.78 0.28 1.45
C 2.02 -0.69 2.94
C 2.70 -2.05 2.75
S 2.14 -3.06 1.36
C 3.62 -3.16 0.33
C 3.44 -2.75 -1.13
S 2.32 -1.39 -1.48
H 4.17 0.06 -1.39
H 2.64 0.92 -1.32
H 3.88 1.19 0.79
H 3.98 -0.54 1.03
H 1.01 -0.82 3.31
H 2.57 -0.12 3.69
H 2.53 -2.64 3.65
H 3.78 -1.95 2.64
H 3.97 -4.20 0.35
H 4.39 -2.57 0.81
H 3.02 -3.58 -1.69
H 4.40 -2.50 -1.58
O -2.13 -3.79 1.41
S -2.05 -2.36 1.19
O -3.04 -1.54 1.82
O -0.60 -1.89 1.62
O -1.88 -2.07 -0.30
C -0.94 -6.47 -1.49
C 0.44 -6.22 -0.88
C 1.47 -7.14 -1.51
C 0.39 -6.44 0.63
N 0.94 -4.84 -1.15
N -0.05 -3.82 -0.88
H -1.20 -7.52 -1.40
H -0.95 -6.22 -2.56
H -1.73 -5.90 -0.99
H 1.21 -8.18 -1.33
H 2.47 -6.95 -1.09
H 1.52 -6.99 -2.60
H 0.09 -7.47 0.84
H -0.34 -5.79 1.13
H 1.37 -6.26 1.07
H 1.13 -4.78 -2.15
H -0.52 -4.11 -0.01
H -0.82 -3.88 -1.55
Cl -0.37 7.07 -4.00
C -1.00 6.07 -2.72
C -0.19 5.11 -2.14
C -0.71 4.35 -1.11
C -2.01 4.50 -0.65
C -2.53 3.65 0.49
C -3.09 2.34 -0.03
N -2.06 1.48 -0.64
C -1.82 1.33 -1.99
C -0.78 0.47 -2.09
N -0.36 0.11 -0.81
C -1.18 0.75 0.03
O -1.51 3.30 1.40
C -1.31 4.24 2.48
C -1.51 5.67 2.09
C -2.65 6.39 2.31
Cl -4.06 5.87 3.12
S -2.56 7.98 1.70
C -0.95 7.74 1.17
C -0.52 6.48 1.44
C -2.80 5.46 -1.29
Cl -4.47 5.67 -0.83
C -2.31 6.25 -2.31
H 0.82 4.98 -2.48
H -0.07 3.62 -0.61
H -3.35 4.14 1.00
H -3.83 2.53 -0.81
H -3.58 1.78 0.77
H -2.41 1.84 -2.74
H -0.30 0.10 -2.98
H -1.16 0.69 1.10
H -0.29 4.08 2.80
H -1.98 3.98 3.30
H -0.41 8.54 0.69
H 0.47 6.12 1.19
H -2.94 7.00 -2.78
```

- Total charge: +1
- Expectation value of S²: 0.753
- 2S+1: 2
- HOMO level (alpha / beta): -10.79 / -10.89 eV
- Kohn-Sham gap (alpha / beta): 8.23 / 8.61 eV

=====

Relative energies, unit eV: one 0.448; two 0.000

=====

one | Molecular formula: CH3O2S2
Method: DFT, ωB97M-V/def2-TZVPD

```
8
CH3O2S2, DFT ωB97M-V/def2-TZVPD
C 0.08 -0.21 0.48
O 1.95 -1.20 -1.31
O -0.43 -1.64 -1.56
S -1.15 0.97 -0.92
S 0.78 -1.66 -0.55
H 0.71 0.28 1.05
H -0.82 -0.57 1.05
H -0.94 -0.42 -1.38
```

- Total charge: -1
- HOMO level: -4.15 eV
- Kohn-Sham gap: 7.83 eV

=====

two | Molecular formula: CH3O2S2
Method: DFT, ωB97M-V/def2-TZVPD

```
8
CH3O2S2, DFT ωB97M-V/def2-TZVPD
C 0.21 -0.04 0.00
O 2.16 -0.70 -1.59
O 2.23 -1.75 0.87
S 2.85 1.26 0.34
S 2.03 -0.34 -0.19
H 0.08 0.17 1.04
H 0.16 0.88 -0.44
H -0.55 -0.74 -0.42
```

- Total charge: -1
- HOMO level: -4.23 eV
- Kohn-Sham gap: 7.88 eV

=====

Relative energies, unit eV: one 0.306; two 0.000